{
  "formula": "C16H28N2OSi",
  "method": "ωB97M-V/def2-TZVPD",
  "symbols": ["O", "C", "C", "C", "C", "C", "C", "N", "N", "C", "C", "C", "C", "C", "C", "C", "C", "C", "C", "Si", "H", "H", "H", "H", "H", "H", "H", "H", "H", "H", "H", "H", "H", "H", "H", "H", "H", "H", "H", "H", "H", "H", "H", "H", "H", "H", "H", "H"],
  "positions_angstrom": [[-0.06417, -2.71812, -0.25610], [-0.12043, 3.86550, -0.81374], [-0.33134, 2.79242, 1.30582], [-0.53826, 5.08011, -0.24271], [-0.80866, 3.96021, 1.84103], [-0.13957, 2.66975, -0.05947], [-0.89907, 5.13695, 1.13819], [0.26929, 1.43251, -0.61369], [-0.23231, -0.68884, -2.41652], [-1.14878, 6.39201, 1.88995], [0.29566, -3.06289, -1.56209], [0.76861, -1.84943, -2.31426], [-0.26099, 0.13722, -0.14433], [1.11049, 1.30351, -1.81719], [-1.12665, -0.39283, -1.27215], [0.36941, 0.57289, -2.93325], [-0.35059, -2.79916, 2.64375], [2.08924, -4.21477, 1.30872], [-0.79791, -5.17435, 0.82892], [0.27618, -3.66234, 1.07310], [0.23192, 3.89145, -1.82531], [-0.10940, 1.93784, 1.90326], [-0.45930, 5.97546, -0.84701], [-1.06745, 3.91615, 2.86941], [-1.35943, 7.27991, 1.27719], [-0.27678, 6.61769, 2.48522], [-2.01394, 6.30668, 2.53486], [-0.61655, -3.47561, -2.00469], [1.10477, -3.81473, -1.50814], [1.69365, -1.46649, -1.84882], [1.02211, -2.04752, -3.37314], [0.57408, -0.52990, 0.03672], [-0.80188, 0.25388, 0.79870], [2.03706, 0.75616, -1.57651], [1.49382, 2.30102, -2.10481], [-1.85612, 0.33863, -1.61072], [-1.68529, -1.27039, -0.96832], [-0.40335, 1.18222, -3.36933], [1.07425, 0.33939, -3.75855], [-0.05961, -1.74309, 2.60626], [0.13822, -3.28500, 3.49159], [-1.43172, -2.91078, 2.78879], [2.28591, -4.78020, 2.21629], [2.73428, -3.33714, 1.31928], [2.36135, -4.85614, 0.47282], [-0.35292, -5.93421, 1.45570], [-0.79075, -5.48036, -0.21090], [-1.82707, -4.94527, 1.16618]],
  "forces_ev_per_angstrom": [[0.722, 0.260, 1.536], [-0.852, 0.483, 0.830], [-0.630, -0.457, -0.771], [0.478, -0.835, 1.198], [0.175, -0.284, 0.169], [1.693, -0.224, -1.301], [0.377, -0.019, -1.970], [0.268, 0.367, 0.201], [-0.079, -0.792, -0.663], [-0.571, 0.915, -0.389], [-0.317, -0.284, -0.214], [-0.312, 2.471, -0.536], [-0.262, 1.424, -0.034], [0.017, 0.853, 0.502], [0.983, -0.800, -0.225], [0.785, -1.252, 0.269], [0.399, -0.081, -0.680], [-0.632, 0.589, -0.565], [0.011, 0.606, 0.405], [-0.786, -0.492, 0.698], [-0.117, -0.177, -0.424], [-0.197, -0.404, 0.559], [-0.177, 0.087, 0.101], [-0.058, 0.345, 0.955], [0.218, -0.361, -0.158], [0.204, 0.190, 0.370], [-0.114, -0.156, 0.380], [0.294, -0.218, -0.436], [-0.284, 0.132, -0.582], [-0.072, -0.307, 0.072], [-0.109, -0.366, 0.539], [0.036, -0.162, 0.055], [-0.012, 0.113, -0.169], [-0.277, -0.155, 0.196], [-0.449, -0.448, -0.056], [0.046, 0.302, 0.050], [0.055, -0.217, -0.118], [-0.527, 0.290, 0.011], [-0.307, -0.045, 0.413], [-0.181, -0.098, 0.282], [0.051, 0.152, 0.048], [0.219, 0.202, -0.207], [-0.309, 0.008, 0.162], [0.205, -0.005, -0.076], [0.222, -0.003, -0.144], [-0.201, -0.609, 0.118], [-0.102, -0.267, -0.136], [0.477, -0.269, -0.265]],
  "spin_multiplicity": 1,
  "e_above_lowest_kj_mol": 48.3,
  "homo_lumo_gap_ev": 7.683,
  "lumo_ev": 0.72,
  "e_tot_ha": -1100.72353,
  "e_homo_ev": -6.96
}



{
  "formula": "C8H19AlBrCl10",
  "method": "ωB97M-V/def2-TZVPD",
  "symbols": ["C", "C", "Br", "C", "Al", "H", "H", "H", "H", "H", "H", "H", "H", "H", "C", "Cl", "Cl", "H", "H", "C", "Cl", "Cl", "H", "H", "C", "Cl", "Cl", "H", "H", "C", "Cl", "Cl", "H", "H", "C", "Cl", "Cl", "H", "H"],
  "positions_angstrom": [[-0.16345, -1.25318, 0.37592], [-0.60337, 0.01876, 1.07666], [-0.12358, 1.57623, -0.04671], [-0.01087, 0.24207, 2.46609], [1.99279, -0.03107, 2.69956], [-0.26819, -1.09979, -0.69687], [-0.79774, -2.09008, 0.67078], [0.88441, -1.48370, 0.53685], [-1.69095, 0.04014, 1.12410], [-0.58588, -0.34728, 3.18646], [-0.20246, 1.28516, 2.72736], [2.59230, 1.38360, 3.23424], [2.35181, -1.12233, 3.84943], [2.73410, -0.38240, 1.30988], [3.30003, 4.20684, 1.24079], [2.06078, 5.43589, 1.62331], [3.05196, 2.63893, 2.29686], [3.20297, 3.94098, 0.19315], [4.27844, 4.64448, 1.42750], [-2.39908, -2.32684, -2.23627], [-3.41937, -3.77391, -2.25921], [-0.77669, -2.65554, -2.84235], [-2.85656, -1.57018, -2.86208], [-2.31767, -1.97415, -1.21530], [0.51198, -6.15753, -2.43118], [2.20528, -5.75390, -2.13622], [-0.03572, -7.48961, -1.40033], [-0.09398, -5.28529, -2.22198], [0.40066, -6.45405, -3.46660], [4.39661, 8.23813, 2.41545], [6.05827, 8.25037, 1.80403], [4.18089, 9.38680, 3.74654], [3.72907, 8.51252, 1.60945], [4.16164, 7.24298, 2.77104], [-7.13927, -3.26401, -3.61180], [-5.99287, -1.93293, -3.76205], [-8.42333, -3.18065, -4.82655], [-6.60181, -4.19543, -3.74096], [-7.59115, -3.22002, -2.62898]],
  "forces_ev_per_angstrom": [[-0.147, 0.340, -0.591], [0.205, -0.181, 0.696], [-0.076, -0.018, -0.135], [0.204, 0.233, -0.201], [-0.081, -0.717, 0.093], [-0.093, -0.224, -0.060], [0.061, -0.127, 0.191], [0.089, -0.006, 0.234], [-0.116, 0.235, -0.277], [0.004, -0.214, 0.013], [-0.099, 0.063, 0.172], [-0.174, -1.358, 1.305], [-0.113, -0.100, 0.020], [0.014, -0.023, -0.048], [0.434, -0.372, 0.212], [0.069, 0.004, -0.009], [0.052, 2.560, -1.565], [-0.128, -0.027, 0.022], [-0.052, 0.031, 0.050], [-0.047, 0.137, 0.028], [0.055, -0.129, 0.081], [0.015, -0.035, -0.148], [-0.021, -0.053, -0.077], [0.043, -0.068, 0.040], [-0.023, 0.041, -0.008], [-0.003, 0.035, -0.042], [-0.051, -0.011, -0.036], [0.007, 0.006, 0.096], [0.041, -0.077, -0.002], [-0.033, -0.069, 0.005], [-0.014, -0.018, -0.026], [-0.029, -0.008, -0.012], [0.012, 0.052, -0.021], [0.026, -0.008, 0.048], [0.071, -0.072, 0.076], [-0.070, 0.145, -0.066], [-0.016, -0.030, 0.009], [0.025, 0.004, -0.064], [-0.042, 0.060, -0.002]],
  "spin_multiplicity": 1,
  "total_charge": -1,
  "homo_lumo_gap_ev": 6.506,
  "lumo_ev": 1.88,
  "e_tot_ha": -7734.54630,
  "e_homo_ev": -4.63
}



{
  "formula": "C5H15N2O",
  "method": "ωB97M-V/def2-TZVPD",
  "symbols": ["C", "C", "C", "N", "H", "H", "H", "H", "H", "H", "H", "H", "C", "N", "C", "O", "H", "H", "H", "H", "H", "H", "H"],
  "positions_angstrom": [[-2.07723, -1.93105, 1.41523], [-1.56204, -0.85106, 2.38384], [0.78586, -0.44862, 1.88085], [-0.43791, -0.14330, 1.74089], [-2.58824, -1.47766, 0.56761], [-1.28364, -2.58536, 1.05751], [-2.78016, -2.56005, 1.96029], [-2.29616, -0.08199, 2.60278], [-1.22752, -1.33533, 3.29764], [1.53430, 0.16795, 1.41236], [1.01578, -1.34482, 2.44671], [-0.64478, 0.65350, 1.10594], [1.48536, 0.82421, -3.31474], [0.79370, 1.54717, -2.25142], [1.02369, 0.94821, -0.96734], [0.47376, 1.80071, 0.06369], [2.56015, 0.98579, -3.21376], [1.20438, 1.20674, -4.29281], [1.29590, -0.25700, -3.30854], [-0.20142, 1.50179, -2.43246], [0.49094, -0.01570, -0.89352], [2.09203, 0.79093, -0.80215], [0.34327, 2.60495, -0.45861]],
  "forces_ev_per_angstrom": [[-0.364, 0.322, 0.378], [0.114, -0.686, -0.867], [-0.541, -0.252, 0.092], [0.146, 0.294, 0.135], [-0.006, -0.103, -0.060], [0.143, 0.131, 0.049], [-0.125, 0.062, -0.113], [-0.172, -0.142, 0.111], [0.218, 0.300, 0.094], [0.155, -0.029, -0.069], [0.232, 0.193, 0.192], [0.279, -0.041, 0.365], [0.493, -0.013, -0.202], [-0.053, -0.092, 0.154], [-0.539, -0.300, 0.021], [0.128, -0.333, -0.893], [-0.035, -0.059, 0.022], [-0.137, 0.104, 0.087], [-0.032, 0.047, 0.044], [-0.129, 0.098, -0.089], [0.258, -0.069, 0.155], [0.032, 0.095, -0.099], [-0.062, 0.471, 0.494]],
  "spin_multiplicity": 1,
  "e_above_lowest_kj_mol": 193.5,
  "total_charge": 1,
  "homo_lumo_gap_ev": 8.345,
  "lumo_ev": -4.57,
  "e_tot_ha": -383.97732,
  "e_homo_ev": -12.92
}